Here is 2 unconnected molecules or ions with the total composition C2H3ClFNO2 at a distorted geometry from the OMol25 dataset. Energies are from the ωB97M-V functional and the def2-TZVPD basis.

Structure (ORCA input):
```
! wB97M-V def2-TZVPD RIJCOSX def2/J DEFGRID3
* xyz 0 1
Cl -2.372 0.367 1.857
N -1.265 0.636 -1.116
H -0.444 -1.001 -0.235
H 0.686 0.273 -0.844
H -0.081 1.247 2.444
C -0.250 -0.255 -0.937
F -0.086 -0.805 2.653
C -0.760 0.299 2.292
O -2.352 0.351 -0.499
O -1.041 1.667 -1.729
*
```

Values from the calculation:
E_LUMO (alpha / beta) in eV: -0.217 / -2.303
Frontier orbital gap (alpha / beta) in Eh: 0.3743 / 0.2200

These are the Mulliken partial charges, in e, on atoms 1 to 2: Cl 0.02; N 0.82

Here is 2 unconnected molecules or ions with the total composition C4H11N2O2 at a distorted geometry from the OMol25 dataset. Energies are from the ωB97M-V functional and the def2-TZVPD basis.

Structure (ORCA input):
```
! wB97M-V def2-TZVPD RIJCOSX def2/J DEFGRID3
* xyz 1 1
H -0.198 -0.374 1.649
C -2.093 -1.259 -0.514
H -2.404 -1.625 0.450
N 0.249 -1.590 -0.231
H 0.995 2.667 1.492
H -0.248 -2.261 1.669
H 1.817 1.606 -1.926
H 1.603 0.125 -2.645
H 1.349 -1.420 1.492
O 0.682 1.070 0.313
C 1.032 2.422 0.424
H -2.889 -1.652 -1.107
N 1.363 0.771 -1.881
H 0.451 3.183 -0.184
O -0.807 -1.670 -0.914
H 2.067 2.458 0.232
H -2.119 -0.170 -0.520
C 0.829 0.430 -0.733
C 0.224 -1.389 1.180
*
```

Values from the calculation:
E_LUMO (alpha / beta) in eV: -4.072 / -4.072
Frontier orbital gap (alpha / beta) in Eh: 0.3357 / 0.3357

These are the Mulliken partial charges, in e, on atoms 1 to 2: H 0.26; C -0.60

Here is a molecular structure, C51H38Cl5HgI2N2O2P2 at a distorted geometry from the OMol25 dataset. Energies are from the ωB97M-V functional and the def2-TZVPD basis.

Structure (ORCA input):
```
! wB97M-V def2-TZVPD RIJCOSX def2/J DEFGRID3
* xyz -2 2
H 0.634 -4.329 -2.179
O -0.995 -0.607 1.902
P 0.479 -3.004 0.530
H -1.856 1.123 -3.914
C -0.396 2.628 -3.506
H -3.690 2.741 -4.332
Cl 0.503 3.578 1.151
C -1.289 -2.684 -1.641
C -2.466 4.458 -3.940
N 2.983 -0.158 -0.490
C -1.803 4.744 0.423
C -1.678 2.192 -3.843
H -3.879 -4.624 -2.780
C -2.642 0.565 3.117
H 1.618 2.005 3.356
H 5.341 -0.699 -2.813
H 4.697 -5.693 -2.277
H 5.641 1.187 1.034
C 5.687 0.271 -0.914
C -3.081 4.765 -0.122
Cl -3.631 0.939 -1.103
H 0.035 2.722 4.772
H 3.232 -3.546 1.123
H 2.478 -5.473 -3.355
C 2.347 2.325 -2.946
C 1.604 -4.414 -1.707
Cl -1.118 6.208 1.045
C 3.715 0.446 0.431
H 6.745 0.442 -1.074
P 0.853 1.288 -3.262
I -2.597 3.766 6.035
C 2.396 2.984 -1.714
C -3.645 3.578 -0.577
H -1.039 -2.799 2.864
C 3.889 -5.182 -1.766
H 0.123 0.588 -5.444
C -2.701 3.097 -4.074
H 3.482 1.871 -4.720
H 3.556 0.301 2.540
C 0.954 -5.412 2.095
H 1.541 2.912 -1.052
C -0.723 2.123 4.279
C -0.530 -3.751 2.982
H 5.452 3.164 -4.045
H 5.068 -4.716 -0.032
H 2.918 -1.032 -2.342
C 2.644 -5.061 -2.366
H 1.340 1.880 -5.612
C 3.567 -0.541 -1.624
H 0.822 4.369 -3.156
H -3.417 -5.835 -0.654
H -4.083 1.650 4.283
C -1.605 2.337 -0.012
C -3.073 -4.294 -2.132
Cl -5.249 3.596 -1.224
H 1.827 0.198 -5.220
C -2.328 -3.198 -2.480
C -2.818 -4.976 -0.936
H -2.540 -2.663 -3.398
H -1.347 -4.152 4.923
C 4.588 3.125 -3.390
C 4.913 -0.356 -1.879
C -1.098 3.541 0.463
C -0.700 -4.508 4.131
C 4.095 -4.636 -0.505
H 3.279 1.919 1.889
C -1.775 -4.547 -0.126
C 1.071 0.972 -5.071
H 5.479 4.376 -1.891
H -1.003 5.966 -3.499
C 3.468 2.392 -3.770
H 1.560 0.314 3.861
H 1.363 -0.273 1.564
H 1.290 -7.124 3.342
H -1.564 -5.094 0.784
C 3.061 -3.980 0.143
C -3.042 1.522 4.023
C 1.793 -3.878 -0.436
C -0.325 1.172 3.354
C -1.198 4.904 -3.604
C -0.751 -1.426 -2.062
C 5.078 0.684 0.257
C 3.054 0.857 1.724
H -0.158 -6.310 5.174
C -1.286 0.324 2.719
C -0.036 -5.721 4.272
H 3.510 4.230 -0.379
O -0.580 -1.081 -3.244
C 1.165 1.037 3.120
C 4.607 3.800 -2.180
N 1.617 0.690 1.775
Hg -0.407 0.249 -0.537
C -2.057 2.304 4.604
C -2.900 2.404 -0.513
H -3.269 5.170 -4.089
I -4.059 -0.743 2.278
H 1.600 -5.787 1.314
C 0.782 -6.171 3.248
C 3.504 3.723 -1.337
C 0.305 -4.186 1.946
Cl -3.953 6.252 -0.242
C -0.164 3.999 -3.400
C -0.986 -3.449 -0.450
*
```

Values from the calculation:
E_LUMO (alpha / beta) in eV: 3.596 / 3.596
Frontier orbital gap (alpha / beta) in Eh: 0.1198 / 0.2011

These are the Mulliken partial charges, in e, on atoms 1 to 2: H 0.33; O 0.17

Here is a single C3H4N4O molecule at a distorted geometry from the OMol25 dataset. Energies are from the ωB97M-V functional and the def2-TZVPD basis.

Structure (ORCA input):
```
! wB97M-V def2-TZVPD RIJCOSX def2/J DEFGRID3
* xyz 0 1
N 0.667 1.678 -0.199
N 0.323 1.029 -1.304
C -0.778 0.402 -1.701
H -0.656 -0.324 -2.661
C -1.012 -1.243 -0.129
N -0.011 -1.335 0.727
O -1.480 -0.036 -0.720
C 0.933 1.166 1.044
H 1.331 -0.855 2.105
H 1.484 1.934 1.882
H -1.669 -2.117 -0.322
N 0.866 -0.298 1.278
*
```

Values from the calculation:
E_LUMO in eV: 0.146
SMILES string: c1nncocn[nH]1
Frontier orbital gap in Eh: 0.3169

These are the Mulliken partial charges, in e, on atoms 1 to 2: N -0.26; N -0.27

Here is 2 unconnected molecules or ions with the total composition C5H13NO at a distorted geometry from the OMol25 dataset. Energies are from the ωB97M-V functional and the def2-TZVPD basis.

Structure (ORCA input):
```
! wB97M-V def2-TZVPD RIJCOSX def2/J DEFGRID3
* xyz 0 1
O 2.582 0.962 -0.988
H -4.879 0.363 0.293
N 0.777 -0.076 -1.734
H -4.112 -0.623 1.551
C 1.195 -0.226 0.667
C -4.108 0.357 1.068
C 1.728 -1.637 1.047
H 0.922 -2.360 1.188
H 2.592 -1.932 0.451
H -2.601 -0.318 -0.344
H 2.098 -1.431 2.056
H -2.877 1.372 -0.281
H 0.092 -0.208 0.722
C -2.708 0.512 0.362
H -1.976 0.472 1.173
H -4.340 1.093 1.849
C 1.602 0.326 -0.661
H -0.222 -0.152 -1.627
H 1.080 0.138 -2.667
H 1.472 0.470 1.468
*
```

Values from the calculation:
E_LUMO in eV: 0.791
SMILES string: CCC(N)=O.CC
Frontier orbital gap in Eh: 0.3842

These are the Mulliken partial charges, in e, on atoms 1 to 2: O -0.59; H 0.31

Here is a single C6H13N molecule at a distorted geometry from the OMol25 dataset. Energies are from the ωB97M-V functional and the def2-TZVPD basis.

Structure (ORCA input):
```
! wB97M-V def2-TZVPD RIJCOSX def2/J DEFGRID3
* xyz 0 1
H 0.228 1.201 1.332
H -2.873 2.541 2.397
H -1.508 1.740 3.133
C -0.194 0.008 -0.273
C -1.810 1.218 1.052
H 0.258 -1.738 -2.098
H 1.666 -0.426 0.281
H 0.865 -2.852 -0.890
H -1.285 3.065 1.902
N -0.432 1.078 0.579
H 3.002 -2.652 -1.797
C 1.035 -1.882 -1.343
C 0.818 -0.865 -0.253
C -1.858 2.193 2.208
C 2.406 -1.763 -2.001
H -2.162 0.208 1.299
H 2.978 -0.903 -1.668
H -0.973 -0.031 -1.035
H -2.473 1.558 0.255
H 2.311 -1.697 -3.077
*
```

Values from the calculation:
E_LUMO in eV: 1.196
SMILES string: CC/C=C/NCC
Frontier orbital gap in Eh: 0.3314

These are the Mulliken partial charges, in e, on atoms 1 to 2: H 0.24; H 0.38

Here is 2 unconnected molecules or ions with the total composition C6H7N at a distorted geometry from the OMol25 dataset. Energies are from the ωB97M-V functional and the def2-TZVPD basis.

Structure (ORCA input):
```
! wB97M-V def2-TZVPD RIJCOSX def2/J DEFGRID3
* xyz 0 1
H -2.008 -0.401 -0.259
C 1.009 0.250 0.159
H -1.225 -0.392 -1.840
C -0.331 2.116 -0.698
H 1.854 0.844 0.489
C -0.119 0.740 -0.400
H 1.665 -1.848 0.710
N -0.446 3.237 -0.973
H 0.084 0.739 1.843
C -0.222 -1.594 -0.332
H 0.582 0.476 2.330
C 0.920 -1.204 0.254
C -1.028 -0.404 -0.762
H -0.525 -2.618 -0.507
*
```

Values from the calculation:
E_LUMO in eV: 0.125
SMILES string: N#CC1=CC=CC1.[H][H]
Frontier orbital gap in Eh: 0.3384

These are the Mulliken partial charges, in e, on atoms 1 to 2: H 0.29; C -0.71

Here is a single C5H7FOS molecule at a distorted geometry from the OMol25 dataset. Energies are from the ωB97M-V functional and the def2-TZVPD basis.

Structure (ORCA input):
```
! wB97M-V def2-TZVPD RIJCOSX def2/J DEFGRID3
* xyz 0 1
C -0.500 0.203 0.253
C 1.731 0.152 -0.377
H 2.112 0.890 0.338
H 2.358 -0.006 -1.245
S 1.427 -1.515 0.462
H 0.325 1.882 -0.808
C -1.621 -0.710 0.525
F -2.640 -0.887 -0.359
O -0.125 0.708 1.514
H 0.020 0.477 -1.790
C 0.343 0.804 -0.805
H -0.764 1.423 1.769
H -0.418 -1.428 -1.072
H -1.953 -0.691 1.550
C -0.294 -1.302 0.046
*
```

Values from the calculation:
E_LUMO in eV: 0.699
SMILES string: O[C@@]12CCS[C@H]1[C@@H]2F
Frontier orbital gap in Eh: 0.3448

These are the Mulliken partial charges, in e, on atoms 1 to 2: C 0.34; C -0.62

ΔE to the lowest compared entry with this formula, charge and spin? In order: 148.56, 165.15, 0.00, 158.44, 19.59, 22.48, 62.93, 62.80 kcal/mol.